A structure of composition C62H144N8O9 in a non-equilibrium geometry. Source: the OMol25 dataset; level of theory: ωB97M-V/def2-TZVPD.

Last column: Löwdin charge in e.
Atoms and positions in Å:
H: -5.0958 -12.3024 -0.8878  0.07
H: 6.3974 -4.3321 -6.8386  0.10
N: 5.1547 -5.2321 -3.2218  -0.33
H: 4.2315 -2.6337 4.1920  0.12
H: 6.0809 9.1221 1.3601  0.11
H: 6.7509 6.8477 2.5165  0.13
C: 5.0248 -5.1574 -5.8193  -0.22
C: -8.2414 -1.0277 -4.1965  -0.05
N: -8.4483 0.4013 -3.9027  -0.32
C: 3.3819 -1.1078 6.2955  0.04
C: -7.4488 1.1362 -2.8657  -0.03
H: 6.7571 -6.1547 -2.3347  0.12
H: -3.9831 -6.6435 5.0910  0.08
H: 5.5880 -0.0249 5.5516  0.10
H: -8.9917 0.4117 -6.0511  0.12
C: 4.0717 -3.2599 5.0697  -0.10
C: 10.4997 8.6482 4.0411  -0.22
H: 4.3218 -4.9423 -6.6241  0.13
C: -4.2592 -8.2779 -3.6494  -0.06
H: 3.3900 -5.5715 6.1470  0.13
C: -6.4344 -11.3047 -2.3800  -0.18
C: -3.1903 7.3032 -0.4513  -0.17
C: -5.5470 -5.5080 6.1062  -0.24
H: 4.7932 5.9433 3.3722  0.09
H: -4.2579 -6.3061 -1.3457  0.12
H: -1.5295 10.7528 -2.3990  0.10
C: 4.8264 6.4536 4.3348  -0.11
H: 4.8987 -3.7302 7.8653  0.13
C: -2.4372 8.5404 -1.0469  -0.07
C: 10.1129 7.6306 3.0189  -0.14
H: 8.9415 8.0783 5.4474  0.11
H: 3.0380 -0.1834 -9.4182  0.11
H: 5.9733 -1.2391 4.2900  0.11
C: 2.8220 0.8292 -9.0774  0.03
C: 1.0039 2.6501 -8.9105  -0.05
H: -0.4145 0.9731 -10.4045  0.10
H: -7.6606 0.6315 -1.9231  0.14
H: 4.0025 -2.3289 8.4076  0.13
H: -5.7633 -0.8974 6.8575  0.13
H: -9.0543 -1.4160 -4.8101  0.12
H: -7.6696 2.2028 -2.8236  0.14
C: 2.6257 -3.7724 5.1783  -0.15
H: 4.9295 8.4327 3.6815  0.11
H: 11.0501 9.4781 3.5978  0.13
C: -6.6349 -8.9498 -4.3877  0.06
H: -5.7415 -7.4573 -0.1929  0.12
N: 4.3517 -2.3437 6.2686  -0.19
H: -2.4506 -7.2694 -2.7631  0.13
H: -3.9944 -0.2406 5.4550  0.12
O: 0.5751 -0.4619 -1.0653  -0.11
H: 7.9064 0.4345 6.0367  0.09
O: 0.0145 -1.6967 0.5818  -0.12
N: 7.6965 8.7180 2.9072  -0.21
H: -5.7849 1.1840 -4.3176  0.12
H: -5.3898 1.5105 -2.5778  0.13
O: 5.7858 4.6722 -2.3024  -0.07
C: 0.6560 0.3342 -7.7922  0.01
H: -6.8818 -11.8188 -3.2307  0.11
C: 4.2922 -5.2049 -4.4607  -0.13
H: 3.8453 -6.1974 -4.5177  0.13
H: 8.3192 -1.1553 5.5962  0.08
N: -5.5497 -9.0306 -3.2071  -0.24
C: -0.6970 7.2751 -2.4581  0.02
H: 3.8326 6.7005 4.7083  0.08
H: 7.9388 -0.0834 4.3474  0.08
H: 6.8252 -5.8477 -4.1699  0.10
O: 5.3016 2.9935 -3.5381  -0.04
H: -3.8475 -8.8444 -4.4847  0.14
C: -4.4432 -1.2112 5.2441  -0.16
H: -0.1727 10.0382 -0.4594  0.12
H: -6.6159 -7.9547 -4.8321  0.10
H: -7.3941 -3.8935 7.4541  0.10
H: -2.6633 7.3523 1.6850  0.12
C: 7.6147 -0.3606 5.3505  -0.08
C: 9.3004 8.9513 4.9022  -0.16
H: -6.3214 -0.4677 4.4215  0.12
H: -7.1803 -8.6379 -1.7335  0.13
C: 5.6138 7.7190 4.1404  -0.25
O: 5.9090 -4.0597 -6.0582  -0.06
H: 5.1272 5.8859 5.2153  0.08
C: -5.1755 -8.0823 -0.8836  -0.18
H: -0.4948 5.7456 1.1369  0.12
H: -6.2730 -3.2207 8.6326  0.12
H: -0.4684 2.7152 -7.2179  0.11
H: 3.9429 -0.4955 7.0016  0.10
H: 6.2864 10.3239 2.6772  0.10
H: -0.1043 12.6177 -3.0112  0.09
H: -1.0999 2.7378 -8.8416  0.11
C: -3.9034 -7.3362 -1.3091  -0.20
H: -9.9118 1.6070 -2.9243  0.10
H: -6.4473 -9.6892 -5.1663  0.11
C: 5.6135 -3.7790 -2.9043  0.04
H: -5.9312 -5.4455 5.0880  0.10
C: -6.7740 -3.0271 7.6841  0.01
H: -3.1606 -7.3470 -0.5114  0.13
C: -5.0518 -1.6930 6.6367  -0.05
H: -4.6909 -7.3277 -3.9638  0.12
H: 3.9618 -6.7058 -2.2892  0.11
H: 4.8138 -3.1341 -2.5402  0.11
H: -4.4019 -4.2296 7.4113  0.14
O: 4.6147 3.0165 -1.5240  0.10
H: 3.3739 -0.5103 5.3839  0.11
O: -5.5713 -0.4205 -3.1072  -0.07
H: -8.7768 2.0226 -5.1254  0.11
H: -0.9451 6.2173 -2.3699  0.10
H: 1.0618 0.7757 -6.8819  0.11
H: 5.5117 -6.1321 -5.8493  0.12
H: 6.1404 -1.5964 7.3245  0.14
N: 1.2926 1.0818 -9.0046  -0.30
C: 0.4026 11.8927 -2.3743  -0.06
H: 1.1870 0.8219 -11.1900  0.11
O: -0.3437 4.5425 -8.2969  -0.03
H: -5.4340 -13.3070 -2.2204  0.08
C: 6.7944 9.6248 2.0130  0.03
H: -7.5994 -9.2343 -3.9671  0.10
C: 0.5878 0.5530 -10.3201  0.04
C: -5.5002 -1.1433 4.1820  -0.23
H: -3.1807 5.8849 1.0935  0.11
H: -5.0593 -7.5649 6.0754  0.08
H: -0.3135 8.2192 0.8123  0.14
H: 6.0470 -3.2966 -3.7804  0.10
C: -6.0748 -2.4946 3.9239  -0.16
H: 9.7297 6.6878 3.4091  0.11
H: 1.8485 2.9342 -8.2828  0.13
H: -10.1031 -0.2513 -2.6796  0.11
H: 3.3701 1.0478 -8.1609  0.11
H: -4.5179 -10.2811 -2.0746  0.11
H: 7.5548 10.1192 1.4083  0.10
C: 8.1484 9.6339 4.0885  -0.07
H: 1.8611 -3.4694 7.8028  0.12
H: -0.4312 0.4117 -7.8036  0.09
H: 1.7193 -5.3223 6.2462  0.12
C: 6.9211 7.4247 3.4255  -0.08
H: -6.6695 -13.1012 -1.0334  0.08
H: 0.5202 12.1119 -1.3131  0.08
C: -6.1772 -8.2798 -1.9651  -0.10
C: -2.5579 6.7289 0.7970  -0.19
H: -7.2904 -1.1456 -4.7158  0.10
C: -0.3839 7.5363 -0.0343  -0.12
H: -8.2389 -1.6470 -3.2995  0.11
C: -6.8048 -2.9664 5.1990  -0.07
H: 1.9094 -2.9756 5.3784  0.11
H: 2.2263 -4.3414 4.3388  0.12
H: -4.1675 7.7599 -0.2940  0.13
H: 4.5887 -5.3504 -1.1927  0.10
C: -8.4342 1.0080 -5.3288  0.02
O: 1.4358 0.0144 0.9709  0.06
C: -5.8986 -12.5576 -1.5796  -0.08
H: -0.2852 10.2128 -3.5315  0.11
N: -0.9193 8.2203 -1.2933  -0.23
H: 3.1359 1.6263 -9.7513  0.11
H: 7.6428 6.8336 3.9892  0.12
H: 5.7770 8.0874 5.1532  0.11
H: 9.3555 9.0723 1.4360  0.13
C: 8.9858 8.3103 2.1220  -0.08
H: -3.7805 -6.5499 6.8922  0.08
H: -1.2717 7.6891 -3.2866  0.10
C: 4.0639 -3.0753 7.6156  -0.09
H: 11.3798 8.3055 4.5853  0.13
H: -1.2950 5.4480 -0.2970  0.11
H: 2.4385 -1.3229 6.7972  0.10
H: -5.0555 -8.8821 -0.1529  0.13
H: 0.9710 9.2795 -1.5166  0.13
H: 5.8254 -7.2185 -3.5733  0.11
H: -7.1889 -10.7527 -1.8195  0.10
C: 5.2320 3.5766 -2.4751  -1.06
H: -5.2577 -3.1386 3.5989  0.12
H: 1.8556 0.6095 0.3454  0.09
C: -3.2549 -7.9515 -2.4875  -0.16
H: -2.7746 -8.8552 -2.1123  0.12
H: 0.8270 -0.7406 -7.8532  0.10
C: -5.2118 -10.4677 -2.8942  -0.12
C: 5.9501 -1.9904 6.3261  -0.07
H: 1.4482 11.7753 -2.6592  0.08
C: -5.9951 0.9344 -3.2776  -0.22
H: 2.8846 -4.8729 8.2467  0.12
H: 7.2891 9.6547 4.7586  0.12
H: -4.6103 -10.8793 -3.7047  0.15
H: 0.2796 7.4950 -2.8892  0.11
H: 8.6009 7.7013 1.3040  0.13
H: 6.6754 -2.7716 6.0984  0.14
H: 9.4975 9.4235 5.8646  0.13
H: -6.4384 -7.3458 -2.4625  0.13
C: 2.6618 -4.7813 6.3298  -0.22
C: 6.2959 -6.2697 -3.3156  0.07
C: -0.4583 10.5961 -2.5259  -0.22
H: 4.2622 2.5312 -2.2736  0.07
H: 3.2575 -4.9484 -2.1617  0.11
H: 6.2331 -3.7524 -2.0080  0.11
H: 3.5368 -4.4295 -4.3335  0.14
C: 2.7986 -3.9914 7.6113  -0.16
H: 1.1854 3.0998 -9.8867  0.14
C: -4.4799 -6.6417 6.0612  -0.06
H: -7.4080 -2.1405 5.5760  0.13
C: 4.1013 -5.6374 -2.1245  0.03
H: -3.5292 -1.7272 4.9503  0.12
C: -4.8931 -4.2106 6.4384  -0.13
H: 4.8926 -3.9655 4.9422  0.14
H: 0.6921 -0.5310 -10.2736  0.10
H: 11.0273 7.4343 2.4590  0.13
C: -0.0723 9.5875 -1.4467  -0.10
H: -1.2458 4.8071 -8.1023  0.10
H: -4.7099 -0.5129 -2.6936  0.10
N: -5.8805 -3.0168 6.4475  -0.24
C: -1.1370 6.2550 0.4184  -0.14
C: -9.9110 0.5977 -3.3358  0.06
H: -6.4335 -5.6250 6.7295  0.12
C: -0.2986 3.1263 -8.2131  -0.24
C: 6.1818 -0.9055 5.3065  -0.26
H: -2.8915 8.9684 -1.9406  0.13
H: -4.3694 -1.7427 7.4852  0.14
H: 0.6704 7.4253 -0.2879  0.13
H: -7.4194 -3.8595 5.0863  0.13
H: -2.4035 9.2475 -0.2180  0.13
H: -10.4929 0.6053 -4.2574  0.10
H: -4.2507 -3.9112 5.6103  0.13
H: -7.4141 -2.1625 7.8600  0.12
H: -3.2648 6.5214 -1.2071  0.11
H: 8.5266 10.5916 3.7308  0.14
C: 0.6821 -0.7215 0.1530  -0.92
H: -5.1264 -0.6524 3.2834  0.13
H: -6.7732 -2.3074 3.1083  0.13
H: -7.4067 0.9970 -5.6926  0.09

The net charge is +6. The HOMO-LUMO gap comes out at 3.9 eV. The value obtained for the HOMO energy is -12.51 eV. For the LUMO energy, the calculation gives -8.6 eV.